(1)
This record from OMol25 describes 2 unconnected molecules or ions with the total composition C4H12N3O. The level of theory is ωB97M-V/def2-TZVPD.

Structure (XYZ):
```
20
Properties=species:S:1:pos:R:3:forces:R:3
O 1.372 1.102 -1.216 -0.2325 -0.3251 0.2515
H -2.409 2.021 -1.464 -0.0952 -0.0776 -0.0744
N -0.391 -1.422 2.738 -0.0329 -0.4389 -0.4656
H -0.990 -1.764 0.074 -0.0264 -0.0773 -0.1041
H -1.143 -2.098 2.693 -0.0741 0.3422 0.2197
H 0.738 -2.025 -1.520 0.0511 -0.0008 0.0600
H -1.399 0.550 -1.500 -0.1890 0.0062 -0.0173
N 1.031 -1.510 -0.689 -0.0455 0.2519 -0.2905
C -1.413 1.631 -1.638 0.2645 -0.1375 0.1244
H 0.021 -1.321 3.648 0.1022 -0.1110 -0.0268
H -0.878 2.924 -0.021 -0.1026 0.0796 -0.0709
H 1.262 2.522 0.249 0.1451 -0.1101 0.0245
H 1.173 -0.487 -0.968 0.0509 -0.2004 -0.0683
C 0.765 1.927 -0.527 -0.0129 0.3742 -0.1883
N -0.517 2.244 -0.668 0.0781 -0.0298 0.0712
H 1.481 -1.205 1.846 -0.0185 0.0753 -0.0442
H -1.101 1.841 -2.659 0.0287 0.1188 0.0209
C 0.435 -1.421 1.643 -0.2208 0.1609 0.2027
H 1.932 -1.894 -0.404 -0.0480 0.0352 -0.0280
C 0.030 -1.616 0.383 0.3779 0.0642 0.4033
```
Positions in Å, forces in eV/Å.

The net charge is +1. The calculation puts the total energy at -10854.1634 eV. The calculation puts the HOMO energy at -12.81 eV. Its strongest force on any atom is 0.641 eV Å⁻¹. Its LUMO energy is -2.749 eV.

Löwdin population analysis, charges in e, atoms 1 to 8:
1 O -0.032
2 H 0.094
3 N 0.081
4 H 0.117
5 H 0.110
6 H 0.167
7 H 0.073
8 N 0.164


(2)
This record from OMol25 describes a single C4H5N3 molecule. The level of theory is ωB97M-V/def2-TZVPD.

Structure (XYZ):
```
12
Properties=species:S:1:pos:R:3:forces:R:3
C -0.015 -0.069 -0.639 -0.0414 0.1433 0.3405
H 1.589 1.379 -0.640 0.0449 -0.2327 0.1099
H 1.068 -0.649 -2.235 -0.1026 0.1361 -0.0483
N 0.114 -0.427 -1.983 -0.1141 -0.0879 -0.0411
C -0.027 0.389 1.993 -0.0001 0.0290 0.0634
H -1.953 -0.953 -0.245 0.2092 -0.1317 0.0888
H 0.054 0.449 3.074 -0.0877 0.1006 -0.1237
C 0.887 0.809 -0.031 -0.0219 -0.0483 -0.0327
H -0.494 -1.188 -2.257 0.0365 0.1313 0.0404
C -1.069 -0.477 0.183 0.0602 0.0085 -0.0936
N 0.910 1.015 1.282 -0.1687 -0.1679 -0.0920
N -1.065 -0.280 1.499 0.1857 0.1195 -0.2116
```
Positions in Å, forces in eV/Å.

The net charge is 0. The calculation puts the total energy at -8699.1398 eV. The SMILES is Nc1cncnc1. The calculation puts the HOMO energy at -8.92 eV. Its strongest force on any atom is 0.372 eV Å⁻¹. Its LUMO energy is 0.837 eV.

Löwdin population analysis, charges in e, atoms 1 to 8:
1 C -0.303
2 H 0.116
3 H 0.091
4 N 0.083
5 C -0.236
6 H 0.114
7 H 0.102
8 C -0.099


What is the formula in the second record?
C4H5N3


Among the records above, which one has the highest HOMO?
C4H5N3